Entry from the OMol25 dataset: one molecule with the formula C21H22N2O6S at a distorted geometry (ωB97M-V/def2-TZVPD).

Values from the calculation:
Highest occupied orbital energy (eV): -8.13
HOMO-LUMO gap (eV): 8.72
ΔE to the lowest compared entry with this formula, charge and spin (eV): 0.000

Geometry (Å):
C 3.0261 3.6929 2.0289
C 2.2031 3.2925 0.8304
O 2.4819 3.6454 -0.2976
N 1.1243 2.4996 1.1016
C 0.7792 2.0105 2.4341
C -0.4086 1.0525 2.2435
C -0.6103 1.0457 0.7596
C -1.5057 0.3143 0.0125
C -1.5069 0.5021 -1.3619
S -2.5832 -0.4155 -2.4700
O -1.8634 -1.5803 -2.9465
O -3.0491 0.4932 -3.4810
C -4.0527 -0.9809 -1.5235
C -3.9655 -2.4493 -1.1483
C -2.8750 -2.7203 -0.1111
O -3.0841 -2.6361 1.0851
N -1.7000 -3.0906 -0.6466
C -0.5492 -3.4169 0.1640
C 0.5113 -2.3422 0.2109
C 1.1325 -2.0528 1.4151
C 2.1521 -1.1074 1.5142
C 2.5145 -0.4582 0.3612
C 1.8968 -0.7462 -0.8582
C 0.8990 -1.6832 -0.9615
O 2.4507 0.0259 -1.8375
C 3.4703 0.7799 -1.2139
O 3.4600 0.5136 0.1769
C -0.6531 1.4045 -1.9685
C 0.2567 2.1360 -1.2222
C 0.2841 1.9300 0.1491
H 3.7993 4.3806 1.6983
H 3.4983 2.8133 2.4618
H 2.4132 4.1744 2.7869
H 1.6380 1.4958 2.8719
H 0.5150 2.8532 3.0797
H -0.1910 0.0505 2.6125
H -1.3035 1.4112 2.7543
H -2.1671 -0.3830 0.4991
H -4.1399 -0.3326 -0.6560
H -4.8859 -0.7927 -2.1972
H -3.7749 -3.0357 -2.0474
H -4.9167 -2.7606 -0.7102
H -1.5591 -2.9186 -1.6365
H -0.1044 -4.3377 -0.2332
H -0.9207 -3.6136 1.1729
H 0.8264 -2.5807 2.3056
H 2.6404 -0.9016 2.4526
H 0.4343 -1.8857 -1.9119
H 3.3021 1.8527 -1.3801
H 4.4486 0.4894 -1.6318
H -0.7132 1.5263 -3.0377
H 0.9252 2.8363 -1.6925


Entry from the OMol25 dataset: one molecule with the formula C21H22N4O5S2 at a distorted geometry (ωB97M-V/def2-TZVPD).

Values from the calculation:
Highest occupied orbital energy (eV): -8.61
HOMO-LUMO gap (eV): 8.21
ΔE to the lowest compared entry with this formula, charge and spin (eV): 1.495

Geometry (Å):
C -1.8682 -0.0515 -3.3216
O -0.7385 -0.3799 -2.5461
C -0.8689 -0.4173 -1.1846
C -2.0495 -0.1998 -0.4933
C -2.0532 -0.2239 0.8948
C -0.8804 -0.4597 1.5764
S -0.8666 -0.4295 3.3643
O -0.1062 0.6950 3.8199
O -2.2263 -0.5509 3.8220
N 0.0283 -1.8152 3.6725
C 0.9424 -1.7591 4.7967
C 0.2038 -2.0534 6.1039
O -0.4677 -3.2939 6.0352
C -1.4171 -3.3015 4.9907
C -0.7486 -3.0372 3.6370
C 0.3093 -0.6916 0.9105
C 0.3226 -0.6818 -0.4734
N 1.4839 -0.8728 -1.2259
C 2.7235 -0.4230 -0.8556
O 3.1026 -0.2966 0.2804
C 3.6800 -0.2112 -2.0275
S 2.8921 0.4462 -3.5266
C 1.8310 1.6394 -2.8032
N 1.9450 1.8217 -1.5126
C 1.0583 2.6256 -0.9132
N 0.0702 3.2415 -1.4863
C -0.0542 3.1057 -2.8261
C -1.1000 3.7625 -3.5019
C -1.2326 3.6236 -4.8575
C -0.3394 2.8296 -5.5933
C 0.6869 2.1751 -4.9660
C 0.8450 2.3002 -3.5776
H -2.6599 -0.7973 -3.2078
H -1.5208 -0.0445 -4.3536
H -2.2529 0.9396 -3.0640
H -2.9670 0.0056 -1.0200
H -2.9591 -0.0545 1.4535
H 1.3725 -0.7587 4.8122
H 1.7280 -2.5025 4.6285
H 0.8996 -2.1310 6.9408
H -0.5181 -1.2448 6.2940
H -1.8813 -4.2891 5.0099
H -2.1776 -2.5277 5.1639
H -1.5018 -2.9295 2.8559
H -0.0709 -3.8591 3.3835
H 1.2169 -0.8540 1.4652
H 1.2981 -0.9257 -2.2221
H 4.4654 0.4726 -1.7067
H 4.1266 -1.1607 -2.3273
H 1.1814 2.7394 0.1551
H -1.7724 4.3735 -2.9211
H -2.0327 4.1315 -5.3755
H -0.4673 2.7397 -6.6615
H 1.3861 1.5610 -5.5150